# 1
C33H53N2O2P2SSn as an isolated structure in a non-equilibrium geometry. Source: the OMol25 dataset; level of theory: wB97M-V/def2-TZVPD.

```
94
C33H53N2O2P2SSn | the OMol25 dataset | wB97M-V/def2-TZVPD
Sn -0.1396 0.2566 0.9081
S -3.2876 0.5811 3.4690
P 0.1008 2.8681 0.3640
P -0.4143 -3.1929 -0.9796
O 0.2940 -0.4886 4.7478
O -2.3423 1.7317 3.2243
N -0.1275 0.6778 -1.6211
N 1.6105 -0.7237 0.3161
C 0.1329 1.8486 -2.2304
C -1.3996 4.0193 0.2349
C -2.8773 -4.3366 -0.8701
C -1.8079 4.5455 1.6183
C 0.2011 -5.9685 -0.8971
C 3.1195 -1.0999 -1.4894
C -2.5522 3.1850 -0.3536
C -2.6697 -2.1610 0.3783
C 1.0364 3.2715 2.9685
C 1.4872 3.4324 1.5010
C 0.6647 -1.6371 -1.7605
C 1.7305 -1.1690 -0.8905
C -0.4008 -0.3902 -3.7245
C 5.5227 -1.0388 -1.1112
C -1.1464 5.2253 -0.6871
C -0.0974 1.9903 -3.6006
C 3.3547 -1.0768 -2.8774
C 4.6571 -1.0815 -3.3767
C -0.0463 -0.4439 -2.3685
C -1.9693 -3.4940 0.0511
C 0.7624 2.9332 -1.3568
C 1.7175 -4.3787 0.3533
C 1.8559 4.8911 1.1990
C 0.2903 -0.2397 3.6341
C -0.4597 0.8637 -4.3386
C 5.7468 -1.0660 -2.4963
C -1.6714 -4.2113 1.3732
C -4.6796 0.8297 2.3394
C 1.7471 -4.4937 -2.1779
C -4.1193 0.9051 5.0284
C 2.7242 2.5413 1.2487
C 4.2146 -1.0190 -0.6170
C 0.8600 -4.5724 -0.9108
H -1.9993 5.9115 -0.5691
H 0.6227 3.9150 -1.8298
H 1.1105 -4.4179 1.2687
H 6.7657 -1.0776 -2.8855
H -0.3220 -6.2007 0.0369
H -4.7892 1.9037 2.1368
H 3.4507 2.7294 2.0557
H -4.4620 0.2775 1.4152
H -2.6356 -4.3485 1.8903
H 1.0473 5.5993 1.4228
H -3.6632 -2.3836 0.8010
H -2.8621 2.3731 0.3191
H -2.1153 -1.5816 1.1377
H 1.1338 -4.3340 -3.0747
H 1.0073 -6.7102 -1.0035
H -4.0302 1.9734 5.2567
H -3.4177 3.8492 -0.5032
H -3.8771 -4.4099 -0.4180
H 2.4943 1.4644 1.2392
H 0.7616 2.2349 3.2137
H 2.2717 -5.4519 -2.3115
H -2.8055 -1.5394 -0.5162
H -0.5750 -1.3204 -4.2651
H -2.2937 2.7548 -1.3299
H -1.1100 4.9393 -1.7457
H -2.0142 3.7381 2.3336
H 3.2097 2.7979 0.2965
H 2.5119 -3.7115 -2.0971
H 2.1654 5.0224 0.1522
H -3.6132 0.3007 5.7917
H 1.0569 -2.2082 -2.6056
H 0.1852 3.9151 3.2195
H -5.1660 0.5917 4.9468
H -0.4910 -6.0966 -1.7407
H -2.4917 -5.3532 -1.0207
H -0.2352 5.7802 -0.4268
H 2.4510 -5.1991 0.3913
H -1.0612 5.2330 2.0369
H -5.5829 0.4197 2.8053
H 1.8600 2.7848 -1.3062
H -1.2281 -5.2053 1.2442
H -1.0151 -3.6139 2.0228
H -0.0103 2.9851 -4.0459
H -2.7358 5.1251 1.4893
H -0.7003 0.9417 -5.3929
H 6.3619 -1.0469 -0.4160
H 2.7155 5.1587 1.8323
H 2.5174 -1.0501 -3.5756
H 1.8778 3.5629 3.6157
H 4.8178 -1.1085 -4.4545
H 2.2634 -3.4270 0.3442
H -2.9784 -3.8548 -1.8533
H 3.9988 -0.9462 0.4496
```

Results
LUMO energy (alpha / beta) ... -10.8762 / -10.3283 eV
HOMO-LUMO gap (alpha / beta) ... 5.4 / 5.9 eV
Total charge ... +3

=====

# 2
An isolated molecule of C5H8Br2O2 in a non-equilibrium geometry. Source: the OMol25 dataset; level of theory: wB97M-V/def2-TZVPD.

```
17
C5H8Br2O2 | the OMol25 dataset | wB97M-V/def2-TZVPD
Br -0.2177 2.8355 -1.7778
Br -2.8490 0.6844 -0.3011
O -0.7481 0.1009 -2.6961
O -0.7579 -1.9990 -0.0461
C -0.8075 -0.7033 1.9885
C -0.2658 0.7883 -1.6753
C -0.8687 0.4804 -0.3051
C -0.8013 -0.9427 0.5188
C 1.2539 0.3789 -1.6378
H -1.7798 -0.1273 2.2909
H 1.2443 -0.3953 -0.8721
H -0.5499 1.2446 0.4728
H -1.6887 0.3199 -3.0004
H 1.4315 0.1223 -2.6683
H 0.1566 -0.2809 2.3703
H -0.8816 -1.6611 2.6155
H 1.7079 1.2548 -1.2767
```

Results
LUMO energy ... 0.3161 eV
SMILES ... CC(=O)[C@H](Br)[C@@](C)(O)Br
HOMO-LUMO gap ... 10.1 eV
Total charge ... 0

=====

In the order shown, the computed relative energy (zero: lowest compared OMol25 entry of this formula, charge and spin) values come out to 83.0; 30.5 kcal/mol.